The following is a DFT calculation (the ωB97M-V functional and the def2-TZVPD basis) of a cluster of 2 separate species, C8H13Cl2F5IN3O3PS in total in a non-equilibrium geometry.

Computed properties:
- HOMO-LUMO gap (eV) = 6.615
- net charge = +1

The geometry in XYZ format:
```
37
Properties=species:S:1:pos:R:3:forces:R:3:mulliken_charge:R:1
N -1.5004 -2.6011 1.7754 -0.8 0.1 0.1 -0.3108
C -1.5893 -1.3448 1.3063 -0.3 0.2 -0.3 -0.2093
N -1.6588 -0.2842 2.0987 2.2 -1.4 0.5 0.1959
C -0.4264 0.6032 1.9922 -0.4 0.7 -0.3 -1.4838
C 0.0348 0.8453 0.5499 -0.3 0.2 0.2 0.5172
P 1.8970 0.7679 0.5854 0.0 -0.6 0.1 0.0542
O 2.1007 1.3784 -0.9029 0.1 0.5 0.3 -0.3957
I 2.3296 2.5925 2.1737 -0.1 0.1 -0.2 -0.0495
C -0.5132 -0.1063 -0.5449 0.4 0.0 0.2 -1.0508
N -1.5563 -1.0816 -0.0834 -0.3 0.8 0.0 0.0138
S -3.1018 -0.8231 -0.6533 -1.2 -1.4 -0.3 1.3427
O -3.1554 -0.9895 -2.0571 0.6 0.6 0.0 -0.6349
O -3.9085 -1.6714 0.1740 0.3 0.2 0.4 -0.6913
C -3.6558 0.9334 -0.2836 -0.1 0.2 -0.3 0.5427
F -2.6703 1.6646 0.2648 0.1 -0.1 0.1 -0.2186
F -3.9830 1.4762 -1.4498 0.0 0.0 0.0 -0.2280
C -4.8914 0.9991 0.6570 0.6 0.3 0.1 0.6126
F -5.1688 2.2772 0.8292 -0.2 0.6 0.0 -0.2334
F -5.9232 0.3970 0.1394 -0.5 -0.5 -0.3 -0.2107
F -4.5836 0.4865 1.8400 0.1 -0.3 0.4 -0.2044
H -0.6696 -2.9114 2.2578 -0.3 0.3 0.7 0.2472
H -2.2059 -3.2966 1.5728 0.3 -0.1 -0.8 0.2653
H -1.8218 -0.5937 3.0566 0.0 0.3 0.1 0.3705
H -0.6156 1.5490 2.4855 -0.2 0.0 0.0 0.4226
H 0.3461 0.0992 2.5767 -0.1 -0.2 0.1 0.6351
H -0.2427 1.8568 0.2674 0.0 0.1 0.0 0.5201
H 2.9978 1.7496 -0.9707 0.1 -0.2 -0.5 0.2315
H -0.9653 0.4960 -1.3274 0.0 -0.1 -0.1 0.2564
H 0.2879 -0.6710 -1.0179 0.0 -0.2 0.0 0.6520
Cl 5.4451 1.5086 -1.4820 0.0 0.1 0.1 -0.1952
C 5.9847 0.1142 -2.4618 0.0 -0.1 -0.2 -0.4230
C 5.2349 -1.1441 -2.1118 0.0 -0.1 0.0 -0.3823
Cl 5.6212 -1.7289 -0.4735 0.0 0.0 0.0 -0.1710
H 7.0541 0.0064 -2.3061 0.0 0.0 0.1 0.3507
H 5.8065 0.3677 -3.5048 0.0 0.0 0.0 0.2968
H 5.5066 -1.9336 -2.8096 0.0 0.0 0.0 0.3401
H 4.1601 -0.9878 -2.1624 0.0 0.0 0.0 0.2254
```
Positions in Å, forces in eV/Å.